1.
{"formula": "C2H3FNO2", "method": "ωB97M-V/def2-TZVPD", "elements": ["C", "C", "N", "O", "O", "F", "H", "H", "H"], "positions_angstrom": [[2.0070, -0.0852, 0.1519], [-2.3954, 0.8324, -0.2599], [0.6397, -0.5335, 0.6360], [2.1577, 1.1345, 0.3077], [2.6505, -1.0218, -0.2172], [-3.2191, -0.2001, -0.1478], [0.0935, -1.1701, -0.0185], [-2.0069, 0.8069, -1.3672], [0.0730, 0.2368, 0.9151]], "e_above_lowest_ev": 4.151, "e_lumo_ev": 2.30, "total_charge": -1, "energy_ha": -383.0362, "e_homo_ev": -3.95}

=====

2.
{"formula": "C9H18N2O4", "method": "ωB97M-V/def2-TZVPD", "elements": ["C", "C", "C", "C", "C", "C", "C", "C", "C", "H", "H", "H", "H", "H", "H", "H", "H", "H", "H", "H", "H", "H", "H", "H", "H", "H", "H", "N", "N", "O", "O", "O", "O"], "positions_angstrom": [[-2.4208, -1.0062, -0.3019], [-0.8383, -0.7646, -0.4980], [-3.1867, 0.3017, -0.3315], [1.3774, -0.9626, 0.0279], [2.1275, -2.2500, -0.2503], [2.1581, 0.0690, 0.8074], [2.1417, 1.5979, 0.3081], [0.9371, 2.3774, 0.8082], [2.2466, 1.9465, -1.1953], [-2.3684, -2.4870, 1.2288], [-3.3462, -1.2272, 1.4904], [-2.6974, -1.6665, -1.0795], [-2.7487, 0.9138, -1.1431], [-3.1063, 0.8988, 0.6157], [-4.9846, 0.7740, -0.4124], [-0.7729, -1.5444, 1.2709], [1.3161, -0.5573, -0.9551], [1.8890, 0.0602, 1.8588], [3.1670, -0.3313, 0.7805], [3.0880, 2.0553, 0.8361], [1.0170, 3.4891, 0.9506], [0.1636, 2.3282, 0.0075], [0.5182, 1.9323, 1.6876], [2.5421, 3.0180, -1.3084], [1.2839, 1.8061, -1.6555], [2.9777, 1.3324, -1.7976], [0.5334, -3.1938, 0.0106], [-2.5432, -1.5348, 1.0384], [-0.0904, -1.3773, 0.4102], [-0.5853, -0.3305, -1.6024], [-4.5285, -0.0307, -0.6771], [3.2175, -2.1925, -0.8374], [1.5157, -3.4438, -0.0923]], "e_above_lowest_ev": 3.472, "e_lumo_ev": 0.40, "smiles": "CC(C)C[C@H](NC(=O)[C@@H](N)CO)C(=O)O", "energy_ha": -764.1540, "e_homo_ev": -9.54}

=====

3.
{"formula": "H14O7", "method": "ωB97M-V/def2-TZVPD", "elements": ["O", "H", "H", "O", "H", "H", "O", "H", "H", "O", "H", "H", "O", "H", "H", "O", "H", "H", "O", "H", "H"], "positions_angstrom": [[-1.3668, 1.0270, 1.3833], [-1.6006, 1.8877, 1.7308], [-1.7108, 0.4070, 2.0263], [1.2214, -2.3595, 1.3571], [0.5461, -2.9502, 1.6908], [0.8764, -1.4823, 1.5235], [0.0488, 2.2142, -2.0148], [0.6814, 1.4965, -1.9847], [0.2136, 2.7132, -1.2148], [-0.1210, 0.3242, -0.3780], [-0.4853, 0.5281, 0.4834], [0.2535, -0.5511, -0.2791], [0.5262, 1.6638, 2.0428], [0.7140, 2.1536, 1.2421], [-0.4206, 1.5247, 2.0226], [0.1890, -2.4811, -0.8918], [0.6031, -2.6670, -0.0490], [0.6598, -3.0320, -1.5172], [-0.0021, 0.0449, -2.6001], [-0.5796, -0.6632, -2.8852], [-0.2466, 0.2014, -1.6880]], "e_above_lowest_ev": 6.221, "e_lumo_ev": -0.52, "energy_ha": -534.8952, "e_homo_ev": -9.23}

=====

4.
{"formula": "C10H32O10", "method": "ωB97M-V/def2-TZVPD", "elements": ["O", "H", "H", "C", "C", "C", "O", "C", "O", "O", "H", "H", "H", "H", "H", "H", "C", "O", "H", "H", "H", "H", "C", "O", "H", "H", "H", "H", "C", "O", "H", "H", "H", "H", "C", "O", "H", "H", "H", "H", "C", "O", "H", "H", "H", "H", "C", "O", "H", "H", "H", "H"], "positions_angstrom": [[19.4165, -25.7581, -2.7689], [19.1568, -26.6556, -2.5607], [19.1612, -25.2497, -1.9991], [15.7357, -28.9436, 2.5270], [15.6569, -28.7472, 0.9274], [15.6689, -27.3040, 0.4904], [16.7489, -27.3040, -0.4599], [17.3191, -28.5865, -0.5822], [18.2270, -28.9162, -1.3853], [16.6681, -29.4404, 0.2295], [15.5344, -29.9671, 2.8433], [14.8724, -28.3837, 2.8866], [16.6783, -28.6937, 3.0139], [14.8475, -29.3585, 0.5283], [15.8303, -26.6271, 1.3293], [14.6755, -27.0964, 0.0926], [15.6877, -25.9088, -3.0315], [15.9648, -25.2311, -4.2954], [16.6789, -26.0304, -2.5946], [14.9983, -25.4185, -2.3442], [15.3302, -26.9027, -3.3006], [15.7227, -24.3023, -4.2752], [19.8223, -27.4643, -6.9449], [19.0043, -26.8938, -5.9307], [20.8455, -27.2669, -6.6253], [19.7030, -28.5455, -7.0155], [19.6219, -27.1598, -7.9722], [19.4392, -26.0647, -5.7186], [17.5836, -23.9126, 0.0743], [18.4214, -23.6518, -1.0573], [17.2129, -24.9357, 0.0112], [17.9999, -23.7330, 1.0655], [16.7228, -23.2493, 0.1580], [18.8092, -22.7968, -0.8569], [22.5638, -25.2628, -1.3640], [23.8572, -25.8613, -1.7860], [22.6946, -24.7821, -0.3945], [22.4177, -24.3564, -1.9514], [21.8760, -26.1042, -1.2801], [24.0950, -26.7071, -1.3990], [19.7945, -22.3955, -4.3494], [20.3953, -23.6482, -4.5902], [20.4965, -21.9751, -3.6293], [19.5063, -21.8686, -5.2590], [18.9623, -22.3884, -3.6455], [20.1593, -24.3015, -3.9276], [21.9504, -28.1513, -3.7196], [22.7488, -27.0297, -4.0236], [20.9320, -27.7870, -3.5841], [21.9136, -28.8694, -4.5389], [22.3518, -28.6956, -2.8648], [22.9105, -26.5975, -3.1817]], "e_above_lowest_ev": 2.135, "e_lumo_ev": 0.15, "smiles": "C[C@H]1COC(=O)O1.CO.CO.CO.CO.CO.CO.O", "energy_ha": -1152.4405, "e_homo_ev": -9.22}

=====

5.
{"formula": "C4H12NO2", "method": "ωB97M-V/def2-TZVPD", "elements": ["C", "N", "C", "O", "C", "C", "H", "H", "H", "H", "H", "H", "H", "H", "H", "H", "H", "H", "O"], "positions_angstrom": [[1.2081, 0.4934, -1.0473], [0.3060, 1.4005, -0.3286], [-0.0283, 1.2055, 1.1243], [-0.7546, 0.0626, 1.3135], [0.9471, -1.0476, -0.9319], [1.5225, -1.8799, 0.2514], [2.2292, 0.5394, -0.8433], [1.2138, 0.8978, -2.0994], [-0.6137, 1.3034, -0.5883], [-0.5613, 2.1790, 1.4274], [1.0546, 1.1830, 1.7303], [-0.0813, -1.0559, -1.0761], [1.4561, -1.4080, -1.7872], [2.3505, -1.3222, 0.5657], [1.7610, -2.9088, -0.2331], [0.9802, -2.0214, 1.2130], [-2.9398, 0.7000, -0.6587], [-2.0820, 0.0025, 0.3168], [-2.8460, -0.1277, -0.3192]], "e_above_lowest_ev": 1.728, "e_lumo_ev": 4.17, "total_charge": -1, "energy_ha": -364.7920, "e_homo_ev": -3.32}

=====

6.
{"formula": "C22H31BiClN2O6S", "method": "ωB97M-V/def2-TZVPD", "elements": ["Bi", "C", "C", "C", "C", "C", "C", "C", "H", "H", "H", "H", "H", "H", "H", "H", "O", "Cl", "O", "O", "O", "C", "N", "C", "C", "S", "N", "C", "C", "H", "H", "H", "H", "H", "H", "H", "H", "H", "H", "H", "H", "C", "C", "C", "C", "C", "C", "C", "C", "C", "C", "O", "O", "H", "H", "H", "H", "H", "H", "H", "H", "H", "H", "H"], "positions_angstrom": [[-0.1465, 1.7194, 0.3632], [-0.3809, 0.5113, -3.3997], [-0.0111, 1.8194, -2.7612], [1.2824, 2.0326, -2.2648], [1.6505, 3.2643, -1.7233], [0.7216, 4.2951, -1.6356], [-0.5680, 4.0935, -2.1151], [-0.9246, 2.8735, -2.6759], [0.0406, 0.4582, -4.4052], [-1.4608, 0.4010, -3.4902], [-0.0004, -0.3352, -2.8284], [2.0114, 1.2331, -2.3312], [2.6640, 3.4170, -1.3753], [1.0061, 5.2508, -1.2163], [-1.2944, 4.8941, -2.0658], [-1.9262, 2.7354, -3.0646], [-2.0733, 0.7133, 4.1455], [-0.7787, 0.8094, 3.6040], [-0.8671, 1.8261, 2.4487], [-0.3100, -0.4050, 3.0186], [0.1730, 1.3460, 4.5165], [2.7496, 2.7961, 3.6861], [3.0579, 1.3725, 3.5165], [3.9472, 0.8121, 4.5338], [2.6555, 0.6875, 2.4524], [2.3575, 1.6140, 0.9731], [2.6028, -0.6339, 2.4314], [2.3390, -1.4361, 3.6311], [2.5622, -1.3907, 1.1764], [2.8688, 3.0308, 4.7408], [1.7202, 2.9971, 3.4081], [3.4283, 3.4157, 3.1007], [4.7078, 1.5605, 4.7513], [4.4424, -0.0753, 4.1544], [3.4100, 0.5782, 5.4524], [1.9567, -0.8061, 4.4266], [3.2293, -1.9734, 3.9564], [1.5632, -2.1537, 3.3726], [3.1920, -0.9185, 0.4279], [1.5421, -1.4662, 0.8015], [2.9502, -2.3850, 1.3855], [-5.8256, -0.1937, 3.2896], [-4.6802, -0.4360, 2.3494], [-4.4308, 0.4091, 1.2829], [-3.3541, 0.1959, 0.4241], [-3.1880, 1.0957, -0.7764], [-2.5127, -0.8861, 0.6575], [-2.7626, -1.7824, 1.7081], [-1.8820, -2.9804, 1.9301], [-3.8401, -1.5338, 2.5366], [-1.3241, -1.1487, -0.2119], [-1.2031, -2.0853, -0.9464], [-0.2729, -0.2871, -0.0699], [-6.3670, 0.7148, 3.0315], [-5.4650, -0.0962, 4.3144], [-6.5290, -1.0272, 3.2674], [-5.0924, 1.2488, 1.0998], [-4.0980, 1.0893, -1.3785], [-2.3806, 0.7680, -1.4346], [-3.0222, 2.1420, -0.4958], [-0.8301, -2.6911, 1.9819], [-1.9829, -3.6947, 1.1128], [-2.1424, -3.4781, 2.8623], [-4.0318, -2.2093, 3.3629]], "e_above_lowest_ev": 0.000, "e_lumo_ev": -3.53, "total_charge": 1, "energy_ha": -2490.4215, "e_homo_ev": -11.25}